1.
The following is a quantum chemistry calculation of a molecular structure, C23H31AsBrF6N3OPtSi2Te at a distorted geometry, from OMol25.

```
! wB97M-V def2-TZVPD RIJCOSX def2/J DEFGRID3
* xyz 1 2
Pt -0.234 -1.347 0.034
Br 3.272 6.228 -1.871
C 3.890 5.093 -0.508
C 5.258 4.903 -0.345
C 5.703 4.063 0.657
C 4.775 3.397 1.456
C 3.404 3.614 1.311
C 2.963 4.469 0.322
N 5.360 2.530 2.428
N 4.726 1.658 3.007
C 3.607 0.949 2.763
C 2.710 0.726 3.830
C 1.528 0.066 3.642
C 1.188 -0.452 2.366
O 0.091 -1.046 2.147
C 2.167 -0.321 1.294
N 1.820 -0.865 0.106
C 2.663 -0.828 -0.906
C 3.935 -0.262 -0.778
C 4.293 0.328 0.406
C 3.384 0.328 1.478
H 5.959 5.415 -0.988
H 6.759 3.907 0.828
H 2.679 3.144 1.959
H 1.905 4.641 0.182
H 2.961 1.138 4.798
H 0.820 -0.060 4.449
H 2.320 -1.238 -1.846
H 4.608 -0.275 -1.622
H 5.270 0.780 0.512
C 0.187 -3.933 -1.544
Si -1.472 -4.779 -1.284
C -1.576 -5.496 0.434
C -1.757 -6.057 -2.607
C -2.772 -3.420 -1.480
Te -2.760 -1.930 0.044
C -3.602 -0.375 -1.132
Si -4.579 0.884 -0.081
C -6.089 -0.016 0.560
C -5.049 2.295 -1.200
C -3.512 1.444 1.345
H 1.018 -4.633 -1.649
H 0.448 -3.317 -0.650
H 0.167 -3.288 -2.430
H -0.842 -6.293 0.570
H -2.562 -5.924 0.620
H -1.388 -4.745 1.207
H -1.013 -6.854 -2.544
H -1.695 -5.620 -3.604
H -2.741 -6.517 -2.503
H -3.783 -3.829 -1.468
H -2.632 -2.894 -2.426
H -4.263 -0.892 -1.831
H -2.794 0.092 -1.693
H -6.725 -0.365 -0.255
H -6.692 0.650 1.180
H -5.826 -0.878 1.178
H -5.637 1.948 -2.051
H -4.162 2.802 -1.582
H -5.650 3.027 -0.659
H -3.202 0.613 1.987
H -4.074 2.136 1.976
H -2.616 1.956 0.996
F -0.494 1.012 0.191
As -0.016 1.985 -1.258
F -1.679 2.040 -1.704
F -0.192 3.403 -0.306
F 0.474 2.828 -2.655
F 1.635 1.832 -0.726
F 0.137 0.425 -2.078
*
```

Values from the calculation:
- Kohn-Sham gap (spin up / spin down) (eV) = 6.23 / 6.37
- HOMO level (spin up / spin down) (eV) = -10.9501 / -11.6667
- largest force on an atom (eV Å⁻¹) = 1.10

***

2.
The following is a quantum chemistry calculation of a molecular structure, C23H31BiN11O9P at a distorted geometry, from OMol25.

```
! wB97M-V def2-TZVPD RIJCOSX def2/J DEFGRID3
* xyz -2 1
Bi 0.543 1.127 -0.018
O 0.878 3.454 3.454
C 0.531 2.764 2.506
O 1.031 2.856 1.310
C -0.592 1.614 2.727
O -1.459 1.806 3.570
O -0.475 0.617 1.903
N 1.499 -0.722 -3.631
C 0.855 -1.442 -2.635
N 0.712 -2.778 -2.816
N 0.153 -3.225 -1.638
N -0.010 -2.203 -0.831
N 0.426 -1.069 -1.417
C 1.584 0.643 -3.685
N 1.747 1.277 -4.893
N 1.957 2.567 -4.579
N 1.868 2.739 -3.254
N 1.712 1.531 -2.673
H 1.452 -1.198 -4.535
C 5.828 -2.245 0.206
C 4.801 -1.740 -0.828
C 5.021 -0.374 -1.383
C 4.543 -2.837 -1.874
O 3.529 -1.713 -0.047
P 3.167 -0.749 1.156
O 4.258 -0.530 2.140
O 2.621 0.607 0.490
O 1.862 -1.344 1.758
C 1.630 -2.316 2.851
C 1.929 -1.687 4.175
C 2.524 -3.515 2.473
C 0.141 -2.620 2.722
H 6.845 -2.305 -0.256
H 5.463 -3.261 0.450
H 5.851 -1.621 1.126
H 6.050 -0.351 -1.843
H 4.978 0.401 -0.616
H 4.298 -0.198 -2.159
H 5.461 -2.918 -2.487
H 3.674 -2.627 -2.418
H 4.369 -3.790 -1.333
H 2.993 -1.362 4.112
H 1.570 -2.261 5.032
H 1.316 -0.744 4.097
H 3.566 -3.195 2.621
H 2.382 -3.888 1.439
H 2.293 -4.314 3.166
H -0.417 -1.739 3.078
H -0.165 -3.526 3.300
H -0.129 -2.753 1.684
C -6.224 2.313 -1.321
N -5.080 3.029 -0.790
N -3.873 2.309 -0.716
C -2.783 3.104 -1.051
O -1.629 2.665 -1.194
C -3.374 4.444 -1.204
C -4.756 4.332 -1.102
C -5.908 5.280 -1.255
C -3.886 1.021 -0.153
C -4.508 0.853 1.103
C -4.390 -0.359 1.792
C -3.815 -1.420 1.122
C -3.226 -1.242 -0.128
C -3.194 -0.022 -0.759
H -5.918 1.457 -1.980
H -6.992 2.961 -1.854
H -6.813 1.879 -0.487
H -2.815 5.338 -1.532
H -5.587 6.332 -1.053
H -6.657 4.937 -0.529
H -6.324 5.287 -2.317
H -5.100 1.651 1.542
H -4.708 -0.530 2.816
H -3.707 -2.376 1.602
H -2.802 -2.139 -0.571
H -2.594 0.057 -1.673
*
```

Values from the calculation:
- Kohn-Sham gap (eV) = 5.79
- HOMO level (eV) = -2.2986
- largest force on an atom (eV Å⁻¹) = 3.42